Below is C4F5N3SbSe4Tc as an isolated structure, with properties calculated with wB97M-V/def2-TZVPD.

* electronic energy: -292304.9098 eV
* gap between HOMO and LUMO: 0.2327 Ha
* charge: +2
* ΔE to the lowest compared entry with this formula, charge and spin: 78.13 kJ/mol
* LUMO energy: -0.386 Eh

Geometry (Å):
Tc: 0.77 -0.15 0.25
Se: 1.97 -4.80 2.76
Sb: 3.13 -2.85 2.70
Se: 2.34 -1.37 -0.62
Se: 0.75 -0.32 2.42
Se: 4.86 -1.37 2.96
N: 0.40 1.46 -0.45
C: 0.08 2.55 -0.97
N: -0.23 3.55 -1.47
C: -0.59 4.68 -2.03
N: -0.91 5.67 -2.52
F: -1.17 -2.28 0.72
C: -0.92 -1.40 -0.26
F: -0.67 -2.08 -1.38
C: -2.19 -0.52 -0.48
F: -3.24 -1.29 -0.66
F: -2.36 0.26 0.59
F: -2.02 0.25 -1.55